{"formula": "C22H50O3P2PbS", "method": "wB97M-V/def2-TZVPD", "energy_ev": -64382.3085, "lumo_ev": [-16.87, -13.76], "charge": 4, "orbital_gap_ev": [2.688, 5.842], "multiplicity": 1, "largest_force_ev_per_a": 7.24, "e_homo_ha": [-0.7186, -0.7203], "symbols": ["C", "H", "C", "H", "H", "C", "C", "H", "C", "C", "H", "H", "H", "H", "H", "H", "H", "C", "H", "H", "C", "H", "P", "H", "C", "H", "C", "H", "H", "H", "H", "H", "H", "H", "C", "S", "H", "C", "H", "H", "C", "C", "H", "C", "C", "H", "H", "C", "H", "Pb", "H", "H", "P", "C", "H", "H", "O", "O", "O", "H", "H", "H", "H", "H", "C", "C", "H", "H", "H", "H", "C", "H", "H", "H", "H", "H", "C", "H", "H"], "positions_angstrom": [[3.660, -0.811, 1.115], [-4.625, -4.924, 2.334], [0.362, 0.445, 0.920], [5.650, -1.584, 0.630], [-3.407, 0.870, -2.406], [3.550, 2.241, -0.014], [4.974, -1.789, -1.960], [-3.302, 2.951, -3.056], [2.812, -3.034, -1.588], [-3.671, 0.689, 2.012], [3.072, -3.675, -2.441], [1.719, -2.981, -1.529], [-4.404, 0.074, 1.486], [-2.798, -1.325, -1.246], [1.617, 3.326, -2.462], [3.257, 0.001, 1.747], [-2.349, 3.876, 1.637], [-3.992, -4.046, 2.506], [-4.389, -1.289, -1.992], [0.922, 3.372, -2.762], [-3.728, 0.664, -1.371], [-5.083, 2.394, -1.368], [-2.371, 1.460, -0.353], [5.486, -0.841, 2.230], [3.458, -1.665, -1.796], [5.436, -2.362, -1.149], [-3.262, 1.927, 1.229], [-0.098, 3.656, -1.231], [3.186, -3.523, -0.683], [-1.579, -5.108, 2.546], [4.065, 3.150, -0.354], [3.561, -3.001, 1.140], [-1.645, 2.325, -3.122], [-4.253, -1.153, -0.227], [-2.441, 2.882, 2.094], [-3.240, -4.287, 4.117], [-1.137, 4.995, -0.777], [-2.283, 3.110, -2.684], [-2.982, 3.014, 3.041], [-5.791, 0.879, -1.920], [-3.788, -0.857, -1.181], [-0.994, 3.912, -0.643], [2.057, -2.205, 1.713], [-0.763, -2.577, 0.832], [-5.102, 1.315, -1.183], [-0.755, 3.728, 0.412], [2.528, 1.804, -2.664], [-2.240, 3.165, -1.148], [5.602, 0.198, 0.802], [0.375, 0.958, -1.320], [3.813, 0.757, -3.202], [-4.618, -3.148, 2.575], [2.870, -0.404, -0.539], [3.828, 1.114, -1.019], [3.509, -2.212, 2.730], [-3.253, -3.934, 1.700], [-0.489, -2.101, 1.871], [0.464, 0.649, 2.062], [-0.990, -3.036, -0.231], [-4.153, 2.457, 0.856], [4.162, 2.436, -2.696], [5.178, -2.343, -2.888], [5.489, -0.824, -2.042], [4.878, 0.804, -0.938], [5.191, -0.749, 1.174], [3.154, -2.140, 1.690], [2.478, 2.478, 0.068], [3.066, -1.251, -2.740], [-4.130, 1.017, 2.948], [-0.844, -4.169, 3.879], [3.574, 1.537, -2.469], [-5.542, 1.141, -0.191], [-1.937, 4.070, -3.092], [-3.151, 3.673, -0.790], [-2.808, 0.068, 2.275], [3.920, 1.994, 0.989], [-1.625, -4.888, 3.612], [-1.444, 2.473, 2.320], [-1.467, -5.813, 4.177]], "forces_ev_per_a": [[1.5769, -2.2280, 0.9385], [-0.0759, 0.0475, -0.0910], [0.4580, 1.3799, 7.0922], [0.0212, 0.0475, 0.2475], [-0.0569, -0.2148, 0.2795], [0.1193, 0.0420, 0.0055], [-0.5795, 0.6818, 0.3216], [0.3019, -0.0186, 0.0282], [-0.3630, 0.7979, 0.3858], [-0.2567, -0.0531, 0.2011], [0.0937, -0.0068, 0.0581], [0.1340, -0.0149, -0.0422], [0.1031, 0.0757, 0.0283], [-0.0472, 0.0397, 0.0139], [-0.5372, 0.2782, -0.3332], [-0.4251, 0.4745, -0.5180], [0.0190, -0.3292, 0.2498], [-0.0605, 0.4268, 0.1193], [0.0726, 0.0540, 0.2669], [0.5526, 0.1031, -0.0139], [0.3906, -0.2776, -0.0813], [-0.0292, -0.1507, 0.0433], [-1.5480, 1.0311, -0.7954], [0.0445, -0.1076, -0.1157], [2.1790, -2.9168, -0.2345], [-0.1074, -0.2102, -0.1709], [0.6927, -0.2144, 0.0464], [-0.2758, 0.1269, 0.0928], [0.0622, -0.1700, -0.2295], [-0.2362, 0.0264, 0.1218], [-0.1749, -0.1720, 0.1580], [0.0155, 0.1862, 0.2912], [-0.0031, 0.0285, 0.0606], [0.1597, 0.1672, -0.3389], [-0.2184, 0.1883, 0.1568], [0.4833, -0.0546, -0.8476], [0.2177, -0.2702, 0.0623], [-0.1438, 0.3804, 0.0872], [0.2692, 0.0340, -0.1646], [0.1643, 0.0923, 0.1630], [-0.1604, -0.1665, -0.1639], [0.0307, 0.0025, 0.0806], [0.2988, 0.0198, -0.0379], [0.0699, -0.4917, -1.1246], [-0.1941, 0.1027, -0.0372], [-0.1216, 0.1469, -0.2041], [0.3782, -0.0944, 0.0551], [-0.0409, -0.4171, 0.0684], [-0.0502, -0.3016, 0.2027], [-1.2731, 0.7188, -1.4836], [0.2419, 0.1727, 0.1644], [-0.1090, -0.2842, 0.0132], [-0.0194, 1.5435, -0.3542], [0.1175, -0.5749, -0.1622], [-0.0192, -0.1104, -0.2268], [-0.2127, -0.1994, 0.4473], [-0.5424, -0.6601, -1.2278], [-0.4347, -1.0993, -4.9918], [0.4056, 1.0111, 2.2864], [0.2769, -0.2178, 0.0580], [-0.0681, -0.2879, -0.0332], [0.0873, -0.0663, -0.0175], [-0.1249, -0.2181, -0.1725], [-0.2016, 0.2813, -0.0529], [-0.5930, 0.5516, -0.3621], [-0.2530, 0.4594, -0.1742], [0.0471, 0.0954, 0.0156], [-0.4359, 1.0059, 0.1563], [-0.0044, -0.1024, -0.0393], [-0.1823, 0.0143, 0.2430], [-0.1549, 0.0463, -0.2302], [0.1901, -0.0156, -0.2924], [-0.0962, -0.2133, 0.0542], [0.3702, -0.0302, -0.1116], [0.0382, 0.0178, -0.0003], [-0.1131, 0.1472, -0.2041], [-0.0298, -0.4039, 0.1951], [-0.2733, 0.2194, 0.0529], [0.1640, 0.0982, 0.0679]], "mulliken_charge": [0.61, 0.43, 0.24, 0.26, 0.52, -1.16, -1.42, 0.35, -1.26, -1.47, 0.43, 0.38, 0.22, 0.22, 0.19, 0.42, 0.36, -0.53, 0.47, 0.07, 0.45, 0.37, 0.22, 0.48, 0.30, 0.36, 0.57, 0.16, 0.25, 0.27, 0.48, 0.30, 0.32, 0.23, -1.57, 0.43, 0.48, -1.49, 0.49, 0.49, -1.30, -1.40, 0.27, 0.97, -1.73, 0.20, 0.00, 0.36, 0.35, 1.29, 0.30, 0.31, 0.12, 0.29, 0.46, 0.06, -0.49, -0.16, -0.43, 0.59, 0.45, 0.48, 0.38, 0.47, -1.32, -1.39, 0.21, 0.47, 0.49, 0.24, -1.27, 0.33, 0.41, 0.60, 0.23, 0.31, -0.67, 0.18, 0.43]}

{"formula": "C22H52B2Br2NO9", "method": "wB97M-V/def2-TZVPD", "energy_ev": -185010.1060, "lumo_ev": 2.28, "charge": -1, "orbital_gap_ev": 6.839, "multiplicity": 1, "largest_force_ev_per_a": 4.82, "e_homo_ha": -0.1674, "symbols": ["C", "H", "Br", "H", "H", "H", "O", "C", "H", "O", "Br", "C", "H", "H", "H", "C", "H", "C", "C", "H", "H", "H", "C", "O", "N", "H", "C", "H", "C", "C", "H", "H", "H", "B", "H", "H", "H", "C", "H", "H", "H", "H", "H", "H", "O", "H", "O", "C", "H", "C", "H", "C", "H", "H", "C", "C", "C", "O", "H", "H", "C", "H", "C", "H", "O", "H", "H", "H", "C", "H", "C", "H", "O", "H", "C", "H", "H", "B", "H", "H", "H", "H", "H", "H", "O", "H", "H", "H"], "positions_angstrom": [[1.927, -1.153, -1.106], [1.427, 1.082, 6.111], [0.937, -6.926, -0.413], [-1.026, -0.385, 1.196], [-6.080, 6.188, -0.581], [-4.800, 2.224, 2.373], [1.267, -1.467, 0.123], [2.113, -0.553, 3.762], [0.993, 4.133, -5.815], [2.121, -1.241, 5.008], [2.742, -4.304, 0.175], [-1.509, -5.142, -0.580], [-0.432, -3.401, 3.084], [2.208, -2.101, -1.684], [5.471, -0.862, -1.168], [2.621, 2.108, -6.570], [-2.116, -4.698, 0.261], [-2.954, -0.880, -1.117], [-6.326, 5.196, -0.199], [-4.016, -1.466, 0.718], [4.194, -1.102, 4.847], [0.289, -0.395, -4.287], [-0.863, -2.041, -1.333], [-2.258, -2.106, -0.827], [-1.043, -3.511, 2.262], [2.740, -0.462, 7.487], [3.529, -0.292, 6.747], [-5.063, -1.663, -0.748], [-4.317, -0.949, -0.255], [0.827, -0.335, -5.234], [-4.012, 3.808, 2.441], [-7.406, 5.044, -0.295], [3.519, 0.227, -1.751], [0.123, -2.436, -0.087], [-3.444, 4.837, 0.292], [0.204, 0.203, -5.954], [-5.792, 4.450, -0.792], [-4.685, 3.179, 1.849], [-2.823, 3.607, -0.826], [5.788, -0.803, 1.092], [-6.498, 3.930, 2.705], [-1.875, -6.219, -0.706], [2.259, 2.644, 5.985], [-0.461, 3.204, -6.233], [3.506, 1.054, 6.275], [4.494, -0.436, 7.243], [-1.282, -1.050, 1.862], [2.254, 1.682, 6.500], [2.957, 2.742, -5.743], [3.416, -1.282, 5.596], [2.642, -1.141, 3.007], [0.050, -5.126, -0.363], [4.047, -1.178, 1.460], [3.555, -2.295, 5.989], [0.789, -3.937, -0.137], [0.585, 3.124, -5.932], [4.944, -1.543, 0.870], [1.287, 2.433, -6.954], [2.112, 1.860, 7.571], [3.259, 2.316, -7.435], [-6.054, 3.828, 1.709], [2.397, 0.001, -7.032], [3.334, -0.402, -0.809], [0.634, 2.590, -4.980], [-4.121, 2.886, 0.574], [3.805, 0.405, -6.037], [1.076, -0.433, 3.445], [-6.721, 3.207, 1.104], [-3.101, 3.802, 0.211], [3.198, 0.291, 0.076], [2.749, 0.635, -6.212], [-3.252, -0.774, -2.207], [-5.949, 5.144, 1.169], [-2.005, -3.383, 2.631], [4.576, -1.394, -0.685], [-0.757, -0.957, -1.696], [1.358, -0.454, -1.795], [-0.765, -2.312, 1.359], [1.018, -1.351, -5.593], [-0.714, -2.700, -2.249], [2.568, 0.438, 3.849], [-2.399, 0.044, -0.732], [-1.752, -4.611, -1.563], [5.211, -2.594, 1.186], [2.056, 0.338, -5.003], [4.457, -2.375, -1.230], [-4.745, 0.087, -0.094], [-2.220, 3.652, 0.843]], "forces_ev_per_a": [[1.8160, 0.3601, 0.5401], [0.0054, -0.0154, 0.0394], [-0.9878, 1.0273, 0.0038], [-0.1126, -0.2770, 0.4207], [-0.0069, -0.0234, 0.1140], [-0.0028, 0.0203, 0.0406], [0.2017, 0.6544, -1.8737], [-0.2068, -0.0642, -0.1257], [-0.0148, 0.0219, 0.1168], [0.3469, 0.2459, 0.0964], [-1.2527, 0.7484, -0.0506], [0.1494, -0.8559, -0.8363], [-0.2041, -0.2583, -0.3339], [-0.5835, 1.0685, 0.5393], [-1.1527, -0.8189, 0.5012], [-0.1802, -0.3114, -0.4622], [1.0678, -0.2221, -0.8465], [-1.8350, -0.2728, 1.3832], [0.0590, 0.1166, 0.1299], [-0.4821, 1.0606, -1.0773], [-0.0294, 0.0830, 0.0552], [0.1421, -0.0165, 0.0027], [-0.3636, 0.5039, -0.7713], [0.1089, 1.3921, -1.3478], [-0.6923, 1.3044, 0.1306], [-0.0425, -0.0119, -0.1030], [0.4436, 0.0856, -0.3961], [0.8960, 1.1830, 0.5289], [0.8056, -0.9167, -0.2807], [0.0184, -0.0069, 0.2072], [-0.0765, 0.0496, -0.0587], [-0.0081, -0.0573, -0.1119], [-0.2735, -0.5967, 1.3273], [1.2984, 0.5748, 0.7202], [0.0206, 0.0142, 0.0526], [0.0260, -0.0225, -0.0552], [-0.0468, -0.0309, 0.0091], [-0.2889, -0.4168, -0.3258], [-0.0484, -0.0924, 0.0729], [-0.9694, -1.2011, -0.0998], [-0.0026, -0.0546, 0.0085], [0.6622, 1.4270, 0.1933], [0.0953, -0.0631, 0.0174], [0.0875, -0.0303, -0.0742], [-0.3268, -0.0684, 0.1575], [0.0000, -0.0432, 0.0261], [0.8491, -1.2212, -1.1224], [0.1488, 0.0250, -0.0996], [-0.0525, -0.0991, 0.0387], [-0.5678, -0.1430, 0.2344], [-0.0589, 0.0771, -0.0515], [0.9480, 2.4870, 0.5427], [1.1043, -0.7759, -0.5842], [0.0764, -0.0007, 0.0311], [-1.4003, -4.4831, -1.0849], [-0.0477, -0.0606, -0.1408], [-0.1601, 0.5337, -0.3483], [0.0586, 0.0879, 0.3325], [-0.1181, -0.0061, 0.0251], [0.0506, -0.0058, 0.0187], [0.3420, 0.3322, 0.3294], [-0.0484, 0.1011, -0.0011], [-0.6279, -0.6346, -1.7774], [0.0402, 0.0326, 0.0039], [0.0226, 0.3723, 0.1251], [0.0266, 0.0142, -0.0540], [0.0443, -0.1420, 0.0408], [0.1081, -0.0039, -0.0337], [-0.0233, -0.1634, -0.0862], [0.3341, -0.8573, -0.9303], [0.1332, 0.2371, 0.5639], [0.7537, -0.0437, 0.9814], [-0.0750, -0.2138, -0.2825], [0.7299, -0.0335, 0.0202], [0.7115, 1.2756, 0.8529], [0.3461, -1.4349, 0.4990], [0.1809, -0.8089, 0.7954], [-1.0562, 0.2737, 1.5170], [-0.0958, -0.0163, -0.0465], [-0.5420, 0.6670, 0.8402], [0.0747, -0.0150, 0.0125], [-0.3744, -1.1825, -0.7353], [0.2395, -0.5912, 1.4621], [-0.1949, 1.2353, -0.3257], [-0.1433, 0.0513, -0.3909], [-0.2331, 1.1187, 0.7526], [0.3966, -1.2786, -0.1237], [0.0401, 0.1004, -0.0055]], "mulliken_charge": [-0.08, 0.30, -0.33, 0.17, 0.24, 0.36, -0.87, -0.51, 0.32, -0.39, -0.23, -0.66, 0.23, 0.15, 0.37, -0.49, 0.10, -0.30, -0.68, 0.17, 0.26, 0.02, -0.67, -0.17, -0.62, 0.33, -0.52, 0.29, -0.93, -0.60, 0.38, 0.33, 0.20, 1.09, 0.39, 0.39, 0.27, -0.51, 0.24, 0.33, 0.38, 0.41, 0.24, 0.24, -0.38, 0.38, -0.63, -0.72, 0.31, -0.46, 0.07, -0.27, -0.25, 0.40, 0.36, -0.63, -0.48, -0.38, 0.33, 0.38, -0.57, 0.35, -0.67, 0.23, -0.23, 0.37, 0.26, 0.31, -0.86, 0.30, -0.60, 0.33, -0.37, 0.19, -0.46, 0.09, -0.13, 0.94, 0.33, 0.07, 0.37, 0.24, 0.11, 0.21, -0.22, 0.22, 0.20, 0.31]}